Formula: C8H14BrN2
Source: OMol25
Level of theory: ωB97M-V/def2-TZVPD

Properties
- Molar mass: 218.12 g/mol
- Energy relative to the best compared isomer or geometry (same formula, charge and spin): 12.6 kcal per mole
- E_LUMO: -3.15 eV
- Total charge: +1
- 2S+1: 1

CARTESIAN COORDINATES (ANGSTROEM)
C -1.213 -1.437 -0.082
C 0.231 -1.599 -0.025
C 1.050 -0.555 -0.069
C -1.866 -0.281 0.044
C 0.153 1.151 -0.341
C -1.190 1.027 0.337
C 0.700 -3.024 0.086
C 2.511 -0.409 -0.056
N 0.832 2.290 0.165
N -2.001 2.215 -0.124
Br -3.795 -0.212 0.002
H -1.780 -2.343 -0.224
H 0.075 1.169 -1.426
H -1.058 1.141 1.422
H 0.222 -3.621 -0.686
H 0.424 -3.437 1.055
H 1.775 -3.106 -0.026
H 2.837 0.400 -0.707
H 3.001 -1.324 -0.380
H 2.854 -0.187 0.954
H -1.347 3.015 -0.118
H 1.073 2.176 1.144
H -2.813 2.390 0.482
H -2.349 2.051 -1.079
H 1.676 2.510 -0.348